Record 1
This record from the Open Molecules 2025 dataset describes one molecule with the formula C5H8NP. The level of theory is ωB97M-V/def2-TZVPD.

Last column: Löwdin charge in e.
CARTESIAN COORDINATES (ANGSTROEM)
C1 0.8081 2.7132 0.6858  -0.27
C2 0.1130 1.4069 0.5948  -0.17
P1 -1.0465 1.2860 -0.8694  0.85
C3 -0.8823 2.1732 -2.2731  -0.47
N1 -0.3898 2.5559 -3.2670  0.11
C4 -1.0603 -0.5139 -1.0258  -0.44
C5 -0.3266 -1.3112 -2.1949  -0.12
H1 0.6758 3.2744 1.6796  0.11
H2 1.7647 2.2425 0.6349  0.06
H3 0.8133 3.4254 -0.1312  0.05
H4 -0.5515 -0.7871 -0.0437  0.06
H5 -2.1442 -0.8352 -0.8879  0.08
H6 -0.6903 -2.2952 -2.0069  0.05
H7 -0.6322 -0.9758 -3.1755  0.06
H8 0.7094 -1.2187 -2.3219  0.05

The molecular weight is 113.100 g/mol. The value obtained for the energy above the lowest of the compared OMol25 structures with the same formula, charge and spin is 105.0 kcal per mole. The HOMO-LUMO gap (alpha / beta) is 8.32 / 8.32 eV. The value obtained for the highest occupied orbital energy (alpha / beta) is -8.9 / -8.9 eV. Its net charge is 0. Its structure (SMILES) is CC#P(C#N)CC.

***

Record 2
This record from the Open Molecules 2025 dataset describes a 2-piece molecular cluster, C4H6S overall. The level of theory is ωB97M-V/def2-TZVPD.

Last column: Löwdin charge in e.
CARTESIAN COORDINATES (ANGSTROEM)
C1 -0.5297 -1.3807 1.6252  -0.01
C2 -1.1343 -0.5418 0.7898  -0.20
C3 -1.8380 -0.0426 -0.1728  -0.07
H1 -1.0928 -2.2854 2.0144  0.08
H2 0.3307 -1.2396 2.2101  0.02
H3 -1.7013 -0.3767 -1.1599  0.04
H4 -2.7233 0.5575 0.0489  0.08
C4 0.6982 0.4936 -1.5584  -0.56
S1 0.0466 1.9543 -1.7754  0.63
H5 0.6709 0.0131 -0.5829  -0.02
H6 1.3409 0.0505 -2.3146  0.01

The molecular weight is 86.159 g/mol. The value obtained for the energy above the lowest of the compared OMol25 structures with the same formula, charge and spin is 66.9 kcal per mole. The HOMO-LUMO gap is 8.36 eV. The value obtained for the highest occupied orbital energy is -8.8 eV. Its net charge is 0. Its structure (SMILES) is C=C=C.C=S.